A cluster of 10 separate species, C33H65NO12 in total in a non-equilibrium geometry. Source: the Open Molecules 2025 dataset; level of theory: ωB97M-V with the def2-TZVPD basis set.

The geometry in XYZ format:
```
111
C33H65NO12 (ωB97M-V with the def2-TZVPD basis set)
C 2.90 -0.46 -0.11
C 1.48 -0.56 -0.78
O 0.94 -1.68 -1.09
N 0.58 0.61 -0.88
H -0.13 0.58 -0.08
H 1.05 1.55 -0.79
C -0.36 0.66 -2.10
H 3.58 -0.63 -0.91
H 3.00 -1.16 0.88
H 3.00 0.50 0.49
H 0.26 0.39 -2.85
H -0.97 1.59 -2.39
H -1.12 -0.19 -1.99
O -1.07 0.62 1.02
H -1.88 0.20 1.53
C 0.26 -2.26 4.12
C 0.56 -1.01 3.22
C 2.03 -0.58 3.50
O 0.55 -1.52 1.96
H 0.55 -1.99 5.16
H 0.93 -3.11 3.80
H -0.76 -2.29 3.99
H -0.23 -0.29 3.30
H 2.29 -0.21 4.47
H 2.34 0.19 2.77
H 2.81 -1.43 3.18
H 0.03 -0.79 1.57
C 2.80 2.88 -3.08
C 2.58 3.74 -1.87
C 1.49 4.79 -2.14
O 2.25 3.03 -0.76
H 3.57 2.10 -3.07
H 2.93 3.40 -4.05
H 1.93 2.14 -3.16
H 3.48 4.14 -1.50
H 1.69 5.59 -3.04
H 1.60 5.47 -1.30
H 0.37 4.50 -2.36
H 2.23 3.65 0.02
C 6.87 0.25 0.17
C 7.11 -1.18 0.55
C 7.37 -1.08 2.06
O 6.04 -1.75 0.23
H 7.47 1.21 0.46
H 5.80 0.56 0.39
H 6.74 0.10 -0.94
H 8.02 -1.76 0.40
H 7.83 -1.98 2.44
H 6.51 -0.91 2.91
H 7.99 -0.31 2.33
H 6.29 -2.68 0.19
C -4.14 2.00 1.23
C -3.75 2.23 -0.24
C -4.62 3.18 -1.11
O -2.45 2.66 -0.43
H -3.76 2.92 1.67
H -3.73 1.21 1.76
H -5.21 1.95 1.32
H -3.73 1.18 -0.80
H -5.72 2.64 -1.24
H -4.22 3.60 -1.87
H -4.84 4.16 -0.56
H -2.05 1.89 -0.13
C -1.09 3.37 4.84
C -1.25 3.20 3.31
C -1.44 4.53 2.63
O -0.18 2.56 2.69
H -1.72 4.15 5.24
H -0.14 3.80 4.84
H -1.17 2.41 5.22
H -2.26 2.58 3.32
H -2.33 5.13 2.76
H -1.39 4.55 1.48
H -0.90 5.40 3.06
H -0.37 1.75 2.12
C -4.53 -2.41 0.91
C -3.00 -2.48 1.25
C -2.34 -3.77 1.52
O -2.40 -1.89 -0.03
H -4.84 -1.33 0.85
H -5.23 -2.96 1.71
H -4.93 -2.63 -0.11
H -2.83 -1.94 2.23
H -2.80 -4.19 2.40
H -1.23 -3.78 1.68
H -2.44 -4.29 0.70
H -1.92 -1.00 0.33
C 3.33 -6.48 -0.66
C 2.14 -7.25 -1.26
C 0.72 -6.54 -1.07
O -0.28 -7.09 -1.62
C 0.74 -5.21 -0.39
C 1.92 -4.57 0.16
C 3.23 -5.20 0.01
O 4.19 -4.67 0.55
H 4.32 -7.04 -0.60
H 2.37 -8.25 -1.78
H -0.19 -4.59 -0.56
H 1.96 -3.47 0.48
C -5.40 1.50 -4.27
C -3.86 1.42 -4.30
C -3.24 0.60 -5.50
O -2.03 0.44 -5.59
C -4.13 -0.19 -6.35
C -5.65 -0.13 -6.21
C -6.24 0.69 -5.22
O -7.45 0.81 -5.12
H -5.81 2.06 -3.30
H -3.18 1.77 -3.70
H -3.80 -0.80 -6.97
H -6.29 -0.75 -7.08
```

Calculated values
E_HOMO = -9.50 eV
Charge = 0
Calculated total energy = -61317.002 eV
Strongest force on any atom = 12.96 eV/Å
Molar mass = 667.9 g mol⁻¹

Here are the Löwdin charges for atoms 1 to 99, given in e: 0.02 -0.30 0.07 0.06 0.04 0.14 0.01 0.06 0.12 0.09 0.03 0.12 0.12 -0.37 0.07 -0.03 -0.50 -0.05 -0.09 0.08 0.11 0.03 0.11 0.06 0.05 0.12 0.04 -0.05 -0.56 -0.06 -0.07 0.08 0.09 0.09 0.13 0.13 0.06 0.12 0.15 -0.07 -0.65 -0.08 0.02 0.11 0.09 0.09 0.15 0.06 0.14 0.02 0.12 -0.03 -0.50 -0.04 -0.06 0.07 0.03 0.08 0.16 0.14 -0.02 0.10 -0.01 -0.04 -0.53 -0.10 -0.09 0.08 0.06 0.05 0.15 0.06 0.10 0.08 0.05 -0.07 -0.44 -0.08 -0.14 0.06 0.11 0.08 0.13 0.09 0.09 0.02 0.08 0.02 0.10 -0.35 0.04 0.04 0.05 -0.48 0.08 0.12 0.12 0.12 0.12

---

A structure of composition C42H47N5OP2PdS2. Source: the Open Molecules 2025 dataset; level of theory: ωB97M-V with the def2-TZVPD basis set.

The geometry in XYZ format:
```
100
C42H47N5OP2PdS2 (ωB97M-V with the def2-TZVPD basis set)
Pd -0.31 -0.57 -0.37
S -0.80 -3.29 0.65
P -1.18 -1.95 2.08
C -0.59 -0.40 1.62
P -1.09 1.26 1.61
S -0.14 2.24 0.15
C -2.89 1.36 1.33
C -3.78 1.69 2.34
C -5.14 1.79 2.07
C -5.62 1.56 0.79
C -4.73 1.21 -0.22
C -3.37 1.11 0.05
C -0.82 2.05 3.22
C -0.99 1.31 4.39
C -0.81 1.91 5.63
C -0.45 3.25 5.71
C -0.28 3.99 4.55
C -0.46 3.39 3.31
C -2.96 -1.85 2.45
C -3.41 -1.61 3.74
C -4.77 -1.49 4.00
C -5.68 -1.58 2.96
C -5.24 -1.81 1.67
C -3.88 -1.95 1.41
C -0.42 -2.47 3.64
C 0.65 -1.76 4.16
C 1.27 -2.18 5.33
C 0.82 -3.32 5.98
C -0.24 -4.05 5.45
C -0.86 -3.63 4.29
H -3.43 1.89 3.34
H -5.83 2.06 2.86
H -6.68 1.64 0.58
H -5.09 1.02 -1.22
H -2.68 0.85 -0.74
H -1.25 0.26 4.33
H -0.93 1.32 6.53
H -0.31 3.71 6.68
H 0.01 5.03 4.61
H -0.31 3.96 2.40
H -2.71 -1.54 4.57
H -5.11 -1.31 5.02
H -6.74 -1.48 3.16
H -5.95 -1.88 0.85
H -3.53 -2.15 0.41
H 1.00 -0.86 3.66
H 2.10 -1.62 5.74
H 1.30 -3.65 6.89
H -0.59 -4.94 5.95
H -1.68 -4.20 3.88
C 5.55 4.48 -1.97
C 5.26 3.58 -3.16
N 4.41 2.44 -2.82
C 3.05 2.44 -3.35
C 2.17 3.52 -2.73
C 5.01 1.40 -2.17
O 6.21 1.40 -1.94
C 4.18 0.25 -1.70
C 4.68 -1.04 -1.82
C 3.96 -2.09 -1.28
C 2.77 -1.82 -0.63
N 2.29 -0.58 -0.49
C 2.98 0.42 -1.02
H 6.17 5.32 -2.28
H 6.09 3.92 -1.20
H 4.63 4.87 -1.54
H 6.20 3.20 -3.57
H 4.75 4.13 -3.95
H 2.62 1.45 -3.20
H 3.12 2.60 -4.43
H 2.02 3.35 -1.66
H 1.19 3.53 -3.20
H 2.61 4.51 -2.86
H 5.64 -1.20 -2.30
H 4.32 -3.11 -1.35
H 2.16 -2.61 -0.19
H 2.56 1.41 -0.86
C 1.15 -3.79 -4.54
C 0.28 -4.05 -3.33
N 0.12 -2.80 -2.62
C -0.09 -1.60 -3.25
N -0.46 -0.59 -2.52
C -0.61 0.70 -3.16
C -1.09 0.56 -4.59
C -0.10 -0.32 -5.34
N 0.17 -1.54 -4.58
C 0.49 -2.72 -5.38
H 1.27 -4.70 -5.13
H 2.14 -3.45 -4.22
H 0.75 -4.76 -2.64
H -0.68 -4.48 -3.64
H -0.24 -2.83 -1.67
H 0.34 1.25 -3.14
H -1.30 1.31 -2.56
H -1.17 1.53 -5.08
H -2.08 0.09 -4.60
H 0.84 0.23 -5.51
H -0.49 -0.61 -6.31
H 1.15 -2.39 -6.19
H -0.42 -3.11 -5.85
```

Calculated values
E_HOMO (alpha / beta) = -6.26 / -7.58 eV
Charge = 0
Calculated total energy = -97544.872 eV
Expectation value of S² = 2.01
2S+1 = 3
Strongest force on any atom = 0.58 eV/Å
Molar mass = 870.4 g mol⁻¹

Here are the Löwdin charges for atoms 1 to 99, given in e: 0.58 0.27 0.40 -0.59 0.40 0.29 -0.32 -0.07 -0.08 -0.09 -0.08 -0.12 -0.34 -0.10 -0.08 -0.09 -0.08 -0.09 -0.34 -0.09 -0.08 -0.09 -0.08 -0.10 -0.36 -0.09 -0.08 -0.09 -0.08 -0.10 0.10 0.11 0.10 0.10 0.06 0.08 0.10 0.10 0.10 0.07 0.10 0.10 0.10 0.11 0.09 0.10 0.10 0.10 0.10 0.11 -0.07 -0.20 -0.05 -0.22 -0.07 -0.41 0.06 -0.11 0.00 -0.05 -0.14 0.05 -0.10 0.08 0.07 0.07 0.12 0.11 0.09 0.12 0.04 0.07 0.07 0.12 0.10 0.08 0.08 -0.16 -0.18 0.06 -0.37 -0.05 -0.24 -0.16 -0.15 -0.04 -0.16 0.12 0.12 0.12 0.12 -0.01 0.09 0.08 0.12 0.12 0.12 0.12 0.12